(1)
ORCA calculation (wB97M-V/def2-TZVPD) on the molecule H2N2O2 in a non-equilibrium geometry.

XYZ file:
```
6
H2N2O2 (wB97M-V/def2-TZVPD)
N -0.50 0.46 -0.13
N 0.53 -0.43 0.10
O -1.67 -0.23 -0.07
O 1.68 0.27 0.07
H -2.33 0.38 -0.40
H 2.16 -0.46 0.32
```

* HOMO (spin up / spin down): -7.553 / -10.179 eV
* 2S+1: 3
* energy above the lowest of the compared OMol25 structures with the same formula, charge and spin: 36.19 kcal/mol

Need the natural (NBO) charges? In units of e they are:
1 N -0.02
2 N -0.04
3 O -0.47
4 O -0.44
5 H 0.49
6 H 0.49

=====

(2)
ORCA calculation (wB97M-V/def2-TZVPD) on a structure of composition C72H69Ge2N5RuS5.

XYZ file:
```
154
C72H69Ge2N5RuS5 (wB97M-V/def2-TZVPD)
Ru 0.63 0.36 0.53
N -3.49 0.37 1.82
C -2.22 0.16 1.38
S -1.23 1.58 1.15
N -1.86 -1.08 1.23
N -0.61 -1.24 0.72
C -0.08 -2.43 0.67
C -0.67 -3.66 1.23
C -2.04 -3.91 1.23
C -2.55 -5.05 1.84
C -1.70 -5.97 2.45
C -0.33 -5.73 2.45
C 0.17 -4.59 1.85
C 1.29 -2.42 0.12
C 1.88 -3.52 -0.50
C 3.16 -3.41 -1.00
C 3.84 -2.20 -0.87
C 3.17 -1.13 -0.31
N 1.93 -1.23 0.16
H -3.86 1.28 1.63
H -4.12 -0.39 1.62
H -2.71 -3.22 0.74
H -3.61 -5.23 1.83
H -2.10 -6.85 2.92
H 0.35 -6.42 2.93
H 1.24 -4.39 1.91
H 1.31 -4.43 -0.61
H 3.63 -4.25 -1.49
H 4.84 -2.07 -1.25
H 3.62 -0.15 -0.25
C 0.74 7.19 -3.24
C 1.07 5.85 -3.84
C 2.18 5.13 -3.41
C 2.47 3.87 -3.92
C 3.69 3.13 -3.44
C 1.66 3.34 -4.93
C 0.57 4.07 -5.41
C -0.28 3.59 -6.55
C 0.27 5.30 -4.83
C 2.15 2.14 -5.68
C 3.05 2.47 -6.70
C 3.61 1.50 -7.50
C 3.27 0.18 -7.27
C 2.37 -0.18 -6.25
C 1.79 0.80 -5.44
Ge 0.45 0.39 -4.01
S 1.27 0.76 -2.02
S -1.49 1.38 -4.51
Ge -2.38 -0.59 -3.77
S -2.90 -0.55 -1.72
S -0.43 -1.70 -4.20
C -3.95 -1.14 -4.88
C -4.34 -2.48 -4.92
C -5.49 -2.87 -5.60
C -6.28 -1.94 -6.25
C -5.91 -0.61 -6.22
C -4.76 -0.20 -5.54
C -4.50 1.27 -5.54
C -4.97 2.07 -4.50
C -5.66 1.49 -3.29
C -4.77 3.45 -4.57
C -4.14 4.05 -5.64
C -3.95 5.54 -5.71
C -3.68 3.23 -6.67
C -3.85 1.86 -6.63
C -3.29 0.99 -7.73
C -3.52 -3.58 -4.32
C -2.50 -4.15 -5.07
C -2.17 -3.69 -6.46
C -1.75 -5.19 -4.52
C -2.01 -5.68 -3.25
C -1.18 -6.78 -2.66
C -3.07 -5.13 -2.54
C -3.83 -4.08 -3.05
C -4.97 -3.52 -2.26
C 2.23 -1.66 -6.11
C 1.51 -2.40 -7.04
C 0.63 -1.73 -8.07
C 1.58 -3.79 -7.01
C 2.34 -4.45 -6.06
C 2.42 -5.96 -6.04
C 3.04 -3.70 -5.12
C 3.00 -2.31 -5.14
C 3.77 -1.52 -4.12
H 1.61 7.64 -2.77
H -0.04 7.10 -2.49
H 0.38 7.88 -4.01
H 2.85 5.56 -2.67
H 4.18 3.67 -2.63
H 4.41 2.98 -4.24
H 3.40 2.15 -3.06
H 0.19 2.78 -7.10
H -0.47 4.42 -7.25
H -1.24 3.23 -6.19
H -0.58 5.86 -5.19
H 3.29 3.51 -6.85
H 4.31 1.76 -8.29
H 3.70 -0.61 -7.87
H -5.75 -3.92 -5.62
H -7.17 -2.25 -6.78
H -6.51 0.14 -6.71
H -6.14 0.54 -3.52
H -6.41 2.19 -2.91
H -4.93 1.29 -2.50
H -5.12 4.07 -3.75
H -4.16 6.00 -4.75
H -4.62 5.98 -6.45
H -2.93 5.79 -5.99
H -3.16 3.67 -7.51
H -2.72 1.59 -8.44
H -4.09 0.47 -8.27
H -2.64 0.23 -7.31
H -2.89 -2.97 -6.84
H -2.15 -4.55 -7.15
H -1.19 -3.22 -6.47
H -0.94 -5.62 -5.10
H -0.51 -7.21 -3.40
H -1.80 -7.58 -2.25
H -0.56 -6.40 -1.84
H -3.31 -5.51 -1.56
H -5.10 -4.06 -1.32
H -5.91 -3.58 -2.82
H -4.78 -2.47 -2.03
H 0.57 -0.66 -7.93
H -0.38 -2.14 -8.02
H 1.01 -1.93 -9.08
H 1.01 -4.36 -7.73
H 1.79 -6.39 -6.81
H 2.11 -6.35 -5.08
H 3.45 -6.29 -6.22
H 3.63 -4.20 -4.37
H 4.47 -2.17 -3.59
H 3.10 -1.06 -3.39
H 4.33 -0.71 -4.59
C 2.68 4.23 0.35
C 3.41 4.24 1.53
C 3.29 3.17 2.40
C 2.44 2.11 2.06
N 1.82 2.07 0.86
C 1.93 3.12 0.03
C 2.07 1.03 2.98
C 2.52 0.97 4.30
C 2.05 0.00 5.16
C 1.10 -0.91 4.70
C 0.65 -0.86 3.39
C 1.12 0.10 2.50
H 2.70 5.07 -0.33
H 4.05 5.07 1.79
H 3.81 3.15 3.34
H 1.39 3.04 -0.90
H 3.23 1.69 4.67
H 2.40 -0.04 6.18
H 0.70 -1.67 5.37
H -0.09 -1.59 3.09
```

* HOMO (spin up / spin down): -4.198 / -4.199 eV
* 2S+1: 2
* energy above the lowest of the compared OMol25 structures with the same formula, charge and spin: 0.00 kcal/mol
* net charge: -1

Atomic partial charges in e from the Löwdin method, atoms 1 to 99:
1 Ru 0.90
2 N 0.08
3 C -0.88
4 S 0.64
5 N -0.01
6 N -0.11
7 C -0.17
8 C -0.15
9 C -0.02
10 C -0.08
11 C -0.10
12 C -0.09
13 C -0.05
14 C -0.19
15 C 0.00
16 C -0.04
17 C -0.07
18 C -0.16
19 N -0.06
20 H 0.08
21 H 0.09
22 H 0.10
23 H 0.10
24 H 0.10
25 H 0.10
26 H 0.11
27 H 0.12
28 H 0.11
29 H 0.10
30 H 0.11
31 C -0.06
32 C -0.27
33 C -0.02
34 C -0.21
35 C -0.04
36 C -0.14
37 C -0.21
38 C -0.07
39 C 0.00
40 C -0.22
41 C -0.04
42 C -0.07
43 C -0.04
44 C -0.22
45 C -0.19
46 Ge 0.00
47 S 0.20
48 S 0.34
49 Ge -0.06
50 S 0.10
51 S 0.28
52 C -0.19
53 C -0.23
54 C -0.04
55 C -0.07
56 C -0.04
57 C -0.22
58 C -0.19
59 C -0.21
60 C -0.04
61 C -0.01
62 C -0.27
63 C -0.05
64 C -0.05
65 C -0.26
66 C -0.03
67 C -0.15
68 C -0.24
69 C -0.05
70 C -0.02
71 C -0.27
72 C -0.05
73 C -0.01
74 C -0.21
75 C -0.05
76 C -0.18
77 C -0.24
78 C -0.02
79 C -0.02
80 C -0.27
81 C -0.06
82 C -0.01
83 C -0.21
84 C -0.03
85 H 0.07
86 H 0.08
87 H 0.07
88 H 0.10
89 H 0.07
90 H 0.08
91 H 0.03
92 H 0.08
93 H 0.08
94 H -0.01
95 H 0.11
96 H 0.12
97 H 0.10
98 H 0.12
99 H 0.12

=====

The lowest energy above the lowest of the compared OMol25 structures with the same formula, charge and spin belongs to which entry?
C72H69Ge2N5RuS5